No. 1
An isolated molecule of H3N3 at a distorted geometry, computed with ωB97M-V/def2-TZVPD.

The value obtained for the frontier orbital gap is 0.380 Ha. For the maximum force, the calculation gives 0.0647 hartree/bohr. As for the SMILES: [H]/N=N/N.

```
! RIJCOSX wB97M-V def2-TZVPD def2/J DEFGRID3
* xyz 0 1
N 0.58 0.77 0.77
N -0.72 -0.47 -0.48
N 0.35 -0.33 0.25
H -1.10 0.49 -0.69
H 1.54 0.90 1.12
H -0.65 -1.36 -0.98
*
```

Partial atomic charges computed with the Löwdin method, in multiples of e: number 1, N, carries -0.011; number 2, N, carries -0.005; number 3, N, carries -0.249; number 4, H, carries 0.117; number 5, H, carries 0.041; number 6, H, carries 0.106



No. 2
A structure of composition C28H32IrN5O2S at a distorted geometry, computed with ωB97M-V/def2-TZVPD.

The value obtained for the frontier orbital gap (spin up / spin down) is 0.145 / 0.148 Ha. For the maximum force, the calculation gives 0.0845 hartree/bohr.

```
! RIJCOSX wB97M-V def2-TZVPD def2/J DEFGRID3
* xyz 0 1
Ir 0.38 -0.22 0.21
S -1.59 -0.01 -3.54
O 1.36 1.76 0.18
O -1.56 0.33 -0.67
N -1.48 -3.48 -1.60
N 0.56 -1.46 2.86
N -1.82 1.44 -1.33
N 1.85 -1.59 0.92
N -0.04 -0.46 2.27
C 3.62 -3.18 0.80
C -1.85 1.43 -2.69
C -2.12 2.64 -3.36
C 0.65 -2.21 -2.05
C -1.63 -4.30 -2.77
C -2.40 3.78 -2.66
C -0.14 -3.18 -1.17
C 1.50 -0.01 -2.52
C -1.91 2.44 3.43
C -2.61 1.91 4.51
C 2.26 -3.12 2.76
C 2.72 1.86 0.19
C -2.46 -2.45 -1.45
C 0.85 -0.89 -1.66
C 2.00 -0.45 -3.73
C 1.88 -1.79 -4.08
C 2.87 -2.15 0.28
C -1.06 1.65 2.69
C 3.30 -3.68 2.07
C 1.53 -2.06 2.18
C 3.31 1.69 1.60
C 3.15 3.23 -0.38
C -1.58 -0.23 4.13
C 1.20 -2.66 -3.25
C -2.43 0.58 4.85
C -2.14 2.54 -0.64
C -0.90 0.30 3.02
C -2.44 3.73 -1.26
H 3.17 1.08 -0.46
H -2.16 2.41 0.43
H 1.95 -3.45 3.74
H 4.39 1.66 1.56
H -2.64 -4.70 -2.79
H 2.82 4.02 0.27
H 2.31 -2.14 -5.00
H -2.32 -1.61 -2.16
H -2.02 3.49 3.19
H 1.59 1.03 -2.26
H 2.95 0.76 2.04
H -3.46 -2.87 -1.61
H 3.87 -4.48 2.50
H -2.70 4.58 -0.67
H -1.44 -1.27 4.39
H 4.24 3.26 -0.46
H 1.13 -3.70 -3.52
H 0.41 -4.12 -1.11
H -0.93 -5.13 -2.71
H 2.50 0.25 -4.39
H -3.28 2.53 5.08
H 3.09 -1.75 -0.70
H -0.20 -2.74 -0.17
H 4.42 -3.61 0.23
H -2.97 0.16 5.69
H 3.00 2.52 2.24
H -2.60 4.71 -3.17
H 2.71 3.38 -1.37
H -2.10 2.63 -4.44
H -0.47 2.04 1.87
H -2.40 -2.02 -0.44
H -1.45 -3.76 -3.70
*
```

Löwdin population analysis, charges in e, atoms 1 to 8: number 1, Ir, carries 1.400; number 2, S, carries 0.708; number 3, O, carries -0.279; number 4, O, carries -0.272; number 5, N, carries -0.270; number 6, N, carries 0.109; number 7, N, carries -0.208; number 8, N, carries -0.010



No. 3
A structure of composition C28H27N4O8PtSTe at a distorted geometry, computed with ωB97M-V/def2-TZVPD.

The value obtained for the frontier orbital gap (spin up / spin down) is 0.248 / 0.246 Ha. For the maximum force, the calculation gives 0.0201 hartree/bohr.

```
! RIJCOSX wB97M-V def2-TZVPD def2/J DEFGRID3
* xyz -2 2
Pt 2.26 -1.76 -1.20
Te 1.64 -0.06 1.86
S 6.77 -0.25 -1.86
O -4.08 0.34 -5.42
O -0.01 2.69 -4.36
O 1.44 -0.53 -2.71
O 0.96 -3.17 -1.91
O -1.18 -3.76 -1.87
O 3.43 -4.37 1.61
O -4.44 -1.56 -4.48
O 1.74 1.45 -4.53
N 4.08 -0.92 -1.44
N 0.56 1.61 -4.30
N 2.67 -2.60 0.43
N -3.71 -0.61 -4.74
C -1.91 -1.70 -3.48
C -0.84 2.85 4.09
C 1.03 4.06 3.25
C 0.83 1.69 2.79
C 3.94 -4.41 -0.72
C -4.10 -1.17 -0.80
C -0.64 -1.73 -2.96
C -0.18 -0.54 0.86
C -2.72 -0.96 -0.23
C -1.17 0.41 3.72
C -0.37 1.67 3.52
C -0.01 1.67 -0.43
C -0.74 0.42 0.00
C 0.28 -0.64 -3.19
C -0.27 -2.87 1.90
C -0.16 4.05 3.97
C 1.53 2.90 2.66
C -0.29 -2.97 -2.15
C 2.82 3.00 1.88
C 5.20 -0.64 -1.61
C -0.70 5.32 4.58
C -1.55 0.47 -4.47
C -2.11 -1.92 0.55
C -2.37 -0.61 -4.23
C -0.84 -1.74 1.10
C -0.26 0.44 -3.99
C -2.01 0.20 -0.52
C 3.33 -3.80 0.52
H 0.03 5.77 5.26
H 2.68 2.67 0.85
H 0.57 -2.57 2.53
H 0.97 1.41 -0.84
H -4.06 -1.43 -1.86
H -0.52 -0.45 3.84
H -1.04 -3.32 2.53
H -1.81 0.51 4.60
H 3.19 4.02 1.88
H 0.11 -3.64 1.23
H 3.18 -4.49 -1.50
H -2.55 -2.54 -3.27
H 1.58 4.99 3.14
H -4.61 -1.99 -0.29
H -4.71 -0.27 -0.71
H -1.61 5.13 5.15
H -2.44 0.95 -1.18
H -1.90 1.33 -5.02
H -0.58 2.19 -1.20
H 4.72 -3.76 -1.11
H -2.62 -2.86 0.72
H -1.77 2.82 4.66
H 0.15 2.36 0.40
H -0.93 6.06 3.81
H -1.81 0.22 2.85
H 4.35 -5.39 -0.48
H 3.59 2.35 2.30
*
```

Löwdin population analysis, charges in e, atoms 1 to 8: number 1, Pt, carries 1.131; number 2, Te, carries 1.433; number 3, S, carries 0.378; number 4, O, carries 0.026; number 5, O, carries 0.027; number 6, O, carries -0.173; number 7, O, carries -0.192; number 8, O, carries 0.037



No. 4
A cluster of 6 separate species, C30H20BF4O20 in total at a distorted geometry, computed with ωB97M-V/def2-TZVPD.

The value obtained for the frontier orbital gap is 0.230 Ha. For the maximum force, the calculation gives 0.2340 hartree/bohr.

```
! RIJCOSX wB97M-V def2-TZVPD def2/J DEFGRID3
* xyz -1 1
F 0.33 1.23 0.57
F -1.45 2.04 -0.72
F -1.43 -0.02 0.37
F -1.68 1.91 1.56
O -4.04 -6.12 -0.56
O 1.55 4.15 -2.77
O -1.80 1.55 4.12
O -0.23 2.49 -3.92
O 7.89 -0.58 -1.31
O 2.63 1.19 -2.40
O -5.86 -4.53 -1.92
O -3.64 -2.41 1.86
O -1.91 1.78 6.88
O -0.90 -2.42 1.97
O -1.20 -6.94 3.79
O -2.68 -0.88 -1.91
O -0.77 6.41 4.18
O -0.78 -2.69 -1.13
O -3.84 -6.89 3.66
O 4.35 0.72 -4.41
O 2.61 2.48 -7.77
O -0.78 6.46 6.85
O 4.72 3.52 -6.45
O 6.42 0.46 0.69
C 5.96 -0.09 -2.98
C 1.07 2.74 -6.12
C -1.04 5.31 4.73
C -4.75 -4.05 -1.73
C 5.86 0.42 -0.48
C -1.88 -3.09 -1.19
C -3.08 -3.44 2.25
C 4.55 0.89 -0.70
C -1.52 2.76 4.79
C -1.31 3.94 6.94
C -3.16 -5.91 3.06
C -1.28 4.06 4.02
C 0.76 3.08 -4.62
C 1.83 3.74 -3.84
C 3.14 3.97 -4.39
C 6.57 -0.24 -1.65
C -3.89 -4.59 2.59
C -1.56 2.75 6.29
C -3.71 -4.95 -1.02
C -1.68 -3.53 2.41
C 2.38 2.91 -6.61
C -1.79 -5.93 3.34
C -2.25 -4.39 -0.84
C -4.35 -2.70 -1.98
C 3.93 0.89 -2.07
C -2.93 -2.22 -1.72
C -1.02 -4.73 3.04
C -0.96 5.25 6.19
C 3.47 3.49 -5.88
C 4.76 0.71 -3.20
B -1.10 1.30 0.48
H -5.12 -1.93 -2.51
H 2.14 1.24 -1.53
H -1.35 3.97 8.08
H -0.68 6.90 6.04
H -3.43 -6.79 -0.43
H 3.98 4.36 -3.86
H 0.36 2.28 -6.56
H 6.52 -0.30 -3.93
H 4.35 3.60 -7.35
H -1.87 -0.61 -1.46
H -4.93 -4.46 2.48
H -1.49 1.86 3.21
H -4.59 -6.93 3.31
H 3.84 1.00 0.18
H -1.56 -1.84 1.60
H -1.23 3.98 2.85
H -1.57 -4.97 -0.42
H 0.07 -4.87 3.32
H 0.11 2.55 -2.98
H 7.96 -0.33 -0.37
*
```

Löwdin population analysis, charges in e, atoms 1 to 8: number 1, F, carries 0.067; number 2, F, carries 0.058; number 3, F, carries 0.154; number 4, F, carries 0.159; number 5, O, carries 0.138; number 6, O, carries 0.138; number 7, O, carries 0.072; number 8, O, carries 0.116



No. 5
An isolated molecule of CBr2O at a distorted geometry, computed with ωB97M-V/def2-TZVPD.

The value obtained for the frontier orbital gap is 0.378 Ha. For the maximum force, the calculation gives 0.1571 hartree/bohr.

```
! RIJCOSX wB97M-V def2-TZVPD def2/J DEFGRID3
* xyz 0 1
Br -1.37 1.42 0.03
Br 1.59 1.23 0.03
O -0.19 -1.14 -0.13
C 0.02 0.14 -0.06
*
```

Partial atomic charges computed with the Löwdin method, in multiples of e: number 1, Br, carries 0.673; number 2, Br, carries 0.653; number 3, O, carries -0.092; number 4, C, carries -1.234